1.
The following is a quantum chemistry calculation of a molecular structure, C27H21FeN6Se4Te2, from OMol25.

XYZ file:
```
61
Properties=species:S:1:pos:R:3:mulliken_charge:R:1
Fe 0.56691 0.97566 0.23264 0.1380
C -4.89526 -1.33676 -3.52374 -0.4793
C -5.21768 -0.54635 -2.42855 -0.7438
C -4.29551 -0.34417 -1.41196 -0.1491
C -3.02912 -0.92650 -1.47935 -1.3053
C -2.71709 -1.73346 -2.57226 0.4756
C -3.64527 -1.93608 -3.58336 -0.9229
N -2.06824 -0.66076 -0.48086 0.8028
C -1.89562 -1.51296 0.50375 1.3420
C -2.57202 -2.78908 0.54927 -0.8677
C -2.43489 -3.62690 1.60417 -0.6829
C -1.63942 -3.27522 2.72841 -0.8073
C -0.98799 -2.08319 2.74202 -0.7019
C -1.03795 -1.20494 1.63196 -0.5245
N -0.35863 -0.01363 1.69636 1.5753
N -0.26537 0.44293 2.91176 -0.9880
C 0.41295 1.63402 3.00388 0.0574
C 0.42515 2.27686 4.24796 -0.6410
C 1.11975 3.45509 4.37799 -0.4294
C 1.80874 3.96371 3.27760 -0.9061
C 1.74047 3.27576 2.08544 -0.4405
N 1.04255 2.14600 1.93352 0.7659
H -5.61283 -1.48834 -4.31934 0.4083
H -6.19548 -0.08600 -2.35986 0.4021
H -4.54552 0.26466 -0.55301 0.4809
H -1.74791 -2.21273 -2.61513 0.6205
H -3.38430 -2.56605 -4.42486 0.4077
H -3.17972 -3.06969 -0.29936 0.4041
H -2.93206 -4.58887 1.58497 0.4138
H -1.54190 -3.95928 3.56006 0.3809
H -0.37090 -1.79437 3.58076 0.4805
H -0.11746 1.82529 5.06552 0.5245
H 1.13680 3.97735 5.32589 0.3989
H 2.39380 4.86926 3.34342 0.4612
H 2.27696 3.62460 1.21366 0.3052
Se 1.88682 2.37919 -1.13309 -0.1237
Te 0.54871 4.42516 -1.60664 -0.0106
Te -2.08163 3.71409 -1.42062 -0.1298
Se -1.84075 2.09305 0.41542 0.1954
Se 3.56659 -0.00602 -1.65308 -0.1433
Se 1.34338 -1.63360 -0.65099 0.1117
C 0.61003 -0.99046 -2.26554 0.0786
C 0.76787 -1.64106 -3.48815 -1.2553
C 0.31016 -1.02133 -4.63521 -0.1991
C -0.29213 0.22524 -4.52919 -1.0925
C -0.41807 0.78897 -3.27271 0.2664
N 0.01234 0.19697 -2.15530 0.8556
C 4.18200 0.17072 0.13385 0.1959
C 5.53688 -0.03215 0.42244 -0.9166
C 5.96097 0.02800 1.73288 -0.2350
C 5.02687 0.28833 2.72902 -0.9499
C 3.71638 0.50249 2.34818 -0.0752
N 3.29202 0.45793 1.08284 0.3508
H 1.26821 -2.59866 -3.51936 0.5265
H 0.43337 -1.49529 -5.60092 0.4636
H -0.66026 0.75337 -5.39777 0.4641
H -0.89860 1.75080 -3.15105 -0.1630
H 6.22339 -0.24219 -0.38566 0.4176
H 7.00239 -0.13483 1.98006 0.3908
H 5.30341 0.32376 3.77351 0.4385
H 2.96372 0.72167 3.09773 0.2825
```

The calculation puts the gap between HOMO and LUMO (spin up / spin down) at 5.62 / 4.80 eV. Its spin multiplicity is 6. The LUMO energy (spin up / spin down) comes out at -1.1 / -2.3 eV.


2.
The following is a quantum chemistry calculation of a single C18H14N2O2 molecule in a non-equilibrium geometry, from OMol25.

XYZ file:
```
36
Properties=species:S:1:pos:R:3:mulliken_charge:R:1
C 0.88792 0.68900 -2.21120 -1.3024
C 0.92319 0.50179 -0.68755 0.3809
N 0.46943 -0.55539 -0.19997 -0.3644
O -0.01181 -1.57896 -1.08629 -0.0980
C -0.76523 -2.62608 -0.39919 -0.5993
C -2.17587 -2.71215 -0.76139 0.8232
C -3.05722 -1.62653 -0.52680 -0.3256
C -4.45701 -1.77874 -0.62248 -0.8499
C -4.92292 -3.12312 -0.96998 0.5612
C -6.37263 -3.26552 -1.23157 0.0351
N -7.52504 -3.35174 -1.42174 -0.4787
C -4.04727 -4.14221 -1.13492 -0.6485
C -2.69126 -3.93760 -1.16238 -0.4820
C 1.68181 1.45029 0.12104 0.5292
C 1.94058 2.77738 -0.10353 -1.0963
C 2.79465 3.17857 0.94034 1.1861
C 3.37735 4.38840 1.26598 -0.8267
C 4.19349 4.37073 2.46936 -0.5701
C 4.48613 3.24246 3.15486 -0.2887
C 3.92821 2.00176 2.81958 -0.8118
C 3.08022 2.02807 1.68482 0.2097
O 2.35838 1.01799 1.22950 -0.4551
H 1.57637 1.38389 -2.67638 0.3932
H -0.01057 1.21175 -2.36493 0.3898
H 0.98651 -0.25793 -2.84440 0.3142
H -0.64806 -2.38509 0.66521 0.3368
H -0.36345 -3.64713 -0.63417 0.3115
H -2.53662 -0.73200 -0.23284 0.4247
H -5.20300 -1.07839 -0.29594 0.4107
H -4.36639 -5.11865 -1.41694 0.4277
H -1.95190 -4.68203 -1.55713 0.2870
H 1.56664 3.39356 -0.88405 0.5266
H 3.18996 5.24861 0.77511 0.5642
H 4.50694 5.32484 2.82673 0.3849
H 5.10478 3.32053 4.06715 0.3192
H 4.05368 1.06965 3.40610 0.3816
```

The calculation puts the gap between HOMO and LUMO at 8.64 eV. As for the SMILES: C/C(=N\OCc1ccc(C#N)cc1)c1cc2ccccc2o1. The LUMO energy comes out at 0.1 eV.


3.
The following is a quantum chemistry calculation of 12 unconnected molecules or ions with the total composition H25O12 in a non-equilibrium geometry, from OMol25.

XYZ file:
```
37
Properties=species:S:1:pos:R:3:mulliken_charge:R:1
O -0.43042 -2.90765 2.05790 -0.7025
H -4.28672 0.11309 -0.82440 0.3252
H 0.89713 -0.21938 -2.62129 0.2944
O 1.33446 1.27066 0.45716 -0.7239
H 1.15205 0.60579 1.30755 0.4250
H 1.76819 0.78542 -0.31361 0.3397
O 3.12832 2.96368 1.34337 -0.5157
H 0.01319 -0.40721 2.64801 0.3430
O -3.49033 -2.58349 0.14356 -0.6037
H 4.06252 2.73717 1.46166 0.2672
H -3.62949 -2.07697 0.94745 0.3044
O -2.47708 1.41608 2.96876 -0.6805
H -1.69063 1.45035 3.51125 0.3326
H -2.81225 2.31038 2.91351 0.3168
O -3.89971 0.02149 0.02499 -0.7267
H -2.70718 1.66007 -3.05522 0.3023
H -4.17873 0.44683 0.82329 0.2985
O 3.36751 0.19954 -0.72728 -0.5085
H 4.17087 0.54302 -0.28176 0.1986
H -0.63153 -3.29627 1.21610 0.3219
O 1.54714 0.46880 -2.37513 -0.6940
H 1.02152 1.27907 -2.41367 0.3513
H 2.12333 1.81692 0.77955 0.6015
O 0.82085 -0.44049 2.11901 -0.7089
H 2.82741 3.83789 1.59297 0.2605
H 0.55160 -1.00391 1.37063 0.2228
O 2.93919 -2.38245 -1.06452 -0.7511
H 3.42092 -2.49119 -1.89698 0.3282
H 3.72250 -1.94463 -0.69540 0.2386
O -2.92884 1.99866 -2.17197 -0.5883
H -3.34253 -1.86202 -0.45688 0.3409
H -1.18873 -2.70900 2.57058 0.3177
O -0.30447 -1.40244 -2.46749 -0.7661
H 3.46529 0.69020 -1.55482 0.3051
H -1.09917 -1.64153 -2.95035 0.3352
H -3.14795 2.88006 -2.51643 0.3010
H -0.08821 -2.12656 -1.87005 0.2976
```

The calculation puts the gap between HOMO and LUMO (spin up / spin down) at 2.47 / 10.45 eV. Its spin multiplicity is 2. The LUMO energy (spin up / spin down) comes out at -0.1 / -0.2 eV.


4.
The following is a quantum chemistry calculation of a single C23H22N4O3S molecule in a non-equilibrium geometry, from OMol25.

XYZ file:
```
53
Properties=species:S:1:pos:R:3:mulliken_charge:R:1
C 0.48799 3.44702 1.93579 -1.2176
C 0.82435 2.01351 2.09961 0.1233
N 2.06327 1.57369 2.06953 -1.0794
N 2.01007 0.24525 2.25493 1.0145
C 3.22746 -0.51899 2.13580 -1.5236
C 3.38271 -0.99117 0.71011 0.7722
C 3.66556 -0.05915 -0.28054 -0.2807
C 3.74635 -0.44989 -1.60450 -0.6337
C 3.54407 -1.77592 -1.94950 -0.4491
C 3.26552 -2.70829 -0.96617 -0.6574
C 3.18260 -2.31741 0.35908 -0.3091
C 0.75166 -0.20534 2.38596 0.3920
C 0.41673 -1.63427 2.56846 -1.7199
C -0.06923 0.92237 2.29365 1.5229
C -1.51079 1.01879 2.23269 -0.2768
O -2.13258 2.04996 2.08500 -0.6532
O -2.12165 -0.19095 2.27822 -0.2781
C -3.51818 -0.21955 2.03278 -0.5124
C -3.81836 -0.52791 0.55980 0.7180
O -4.62552 -1.36470 0.23142 -0.6581
N -3.08491 0.24555 -0.28204 0.2134
C -2.94674 0.15496 -1.66015 0.5575
C -3.69274 -0.72176 -2.44449 -0.4955
C -3.49990 -0.76996 -3.81182 -0.6788
C -2.57097 0.05330 -4.42770 -0.6552
C -1.82435 0.92955 -3.66192 -0.4425
C -2.00091 0.97289 -2.29041 0.0349
S -0.99972 2.09399 -1.31698 -0.3373
C 0.60091 1.17123 -1.34885 -0.5515
C 0.39183 -0.17871 -0.92830 0.4248
N 0.16475 -1.25425 -0.61175 -0.5267
H 1.39478 4.01965 1.76167 0.3528
H -0.20387 3.57779 1.10494 0.2211
H -0.01148 3.81503 2.82980 0.3466
H 3.20371 -1.36249 2.82850 0.5221
H 4.04479 0.15420 2.40627 0.3871
H 3.81723 0.97415 -0.00226 0.4294
H 3.97143 0.28027 -2.36870 0.4630
H 3.60398 -2.08136 -2.98346 0.3823
H 3.10581 -3.74227 -1.23139 0.3890
H 2.96421 -3.05011 1.12192 0.3885
H 0.38124 -2.12169 1.59321 0.2259
H -0.56020 -1.72854 3.03075 0.4346
H 1.16026 -2.13581 3.18505 0.4633
H -3.94320 -1.01076 2.65220 0.3478
H -3.96098 0.74991 2.29735 0.2946
H -2.51199 0.97665 0.13168 -0.1354
H -4.41602 -1.35996 -1.96508 0.5431
H -4.08674 -1.45578 -4.40360 0.3927
H -2.42935 0.01784 -5.49680 0.3928
H -1.10071 1.58512 -4.12372 0.4357
H 1.25902 1.69651 -0.65541 0.2766
H 1.00879 1.19780 -2.36062 0.6093
```

The calculation puts the gap between HOMO and LUMO at 9.23 eV. As for the SMILES: Cc1nn(Cc2ccccc2)c(C)c1C(=O)OCC(=O)Nc1ccccc1SCC#N. The LUMO energy comes out at 0.6 eV.


Which ΔE to the lowest compared entry with this formula, charge and spin belongs to each record? In order, 3.804, 3.536, 1.565, 0.558 eV.